Formula: C25H30BrI2N6O7SeTi
Source: OMol25
Level of theory: wB97M-V/def2-TZVPD

Values from the calculation:
- energy relative to the best compared isomer or geometry (same formula, charge and spin) (kcal/mol) = 21.5
- total charge = 0
- spin multiplicity = 2
- calculated total energy (hartree) = -8246.31737
- HOMO (spin up / spin down) (eV) = -8.006 / -8.202
- Kohn-Sham gap (spin up / spin down) (eV) = 7.82 / 8.01
- expectation value of S² = 0.752

Structure (XYZ):
```
73
C25H30BrI2N6O7SeTi | OMol25 | wB97M-V/def2-TZVPD
Ti 0.378 0.337 -0.009
I 3.190 2.852 6.542
C 2.345 1.755 4.986
C 2.806 0.482 4.707
C 2.233 -0.224 3.661
I 2.947 -2.165 3.349
C 1.208 0.288 2.850
O 0.708 -0.406 1.844
C 0.758 1.592 3.169
C -0.278 2.332 2.348
N -1.078 1.477 1.471
C -2.032 0.648 2.230
C -3.092 0.063 1.335
C -4.071 0.896 0.805
C -4.998 0.380 -0.079
C -4.939 -0.971 -0.378
C -3.959 -1.733 0.232
N -3.041 -1.242 1.065
C 1.321 2.293 4.224
H 3.599 0.040 5.293
H -0.928 2.885 3.039
H 0.235 3.060 1.721
H -1.590 2.048 0.806
H -1.487 -0.152 2.726
H -2.515 1.266 2.998
H -4.085 1.945 1.075
H -5.751 1.016 -0.525
H -5.635 -1.433 -1.064
H -3.911 -2.799 0.036
H 0.954 3.289 4.442
N 1.876 -2.745 0.107
C 1.753 -4.148 -0.411
C 1.033 -4.996 0.640
C -0.431 -4.575 0.833
N -0.467 -3.253 1.467
C -1.150 -4.553 -0.514
C -0.459 -3.746 -1.615
N -0.518 -2.304 -1.364
C 1.007 -4.162 -1.742
H 2.624 -2.633 0.790
H 0.965 -2.536 0.622
H 2.017 -2.049 -0.622
H 2.768 -4.517 -0.561
H 1.564 -4.945 1.595
H 1.075 -6.037 0.312
H -0.920 -5.335 1.453
H -0.265 -3.298 2.459
H -1.354 -2.768 1.348
H -2.173 -4.197 -0.379
H -1.231 -5.587 -0.862
H -0.960 -3.999 -2.558
H -1.458 -1.982 -1.154
H -0.280 -1.803 -2.219
H 1.515 -3.520 -2.468
H 1.066 -5.181 -2.133
Br 7.951 0.311 0.690
C 6.389 1.370 0.700
C 6.472 2.719 1.022
N 5.414 3.520 1.050
C 4.228 2.993 0.759
C 4.056 1.656 0.427
C 5.162 0.820 0.394
C 2.701 1.113 0.156
O 2.542 -0.095 -0.146
O 1.689 1.869 0.294
H 7.432 3.159 1.267
H 3.371 3.655 0.789
H 5.050 -0.225 0.141
O -1.398 -0.171 -3.568
Se -0.887 0.878 -2.468
O -1.152 2.440 -2.688
O -1.431 0.420 -0.923
O 0.719 0.557 -2.039
```